(1)
A cluster of 2 separate species, C5H8IO2 in total at a distorted geometry. Source: OMol25; level of theory: ωB97M-V/def2-TZVPD.

HOMO = -4.170 eV
F_max = 4.6 eV Å⁻¹
2S+1 = 1
energy = -17510.57569 eV
orbital gap = 6.743 eV
relative energy (zero: lowest compared OMol25 entry of this formula, charge and spin) = 94.26 kJ/mol
charge = -1
M = 227.0 g mol⁻¹

Geometry (Å):
I  0.820  1.581  -3.793
O  -2.732  -0.098  -0.281
O  -3.020  -1.090  1.725
C  -2.419  -0.503  0.812
C  0.135  -0.687  0.434
C  -0.529  0.831  -2.278
C  -0.857  -0.281  1.179
C  -0.781  0.689  2.232
H  -1.526  1.199  -2.390
H  -0.398  1.203  -1.287
H  -1.359  0.321  3.232
H  -1.455  1.586  1.962
H  1.086  -0.301  0.626
H  -0.024  -1.256  -0.458
H  0.204  1.146  2.459
H  -0.660  -0.212  -2.309

Results of the Löwdin charge analysis, in e, for atoms 1 through 4: atom 1 (I): 0.57, atom 2 (O): -0.01, atom 3 (O): -0.06, atom 4 (C): -0.75

***

(2)
A structure of composition C5H10O. Source: OMol25; level of theory: ωB97M-V/def2-TZVPD.

HOMO = -9.547 eV
F_max = 0.4 eV Å⁻¹
2S+1 = 1
energy = -7393.65602 eV
orbital gap = 10.642 eV
relative energy (zero: lowest compared OMol25 entry of this formula, charge and spin) = 107.03 kJ/mol
charge = 0
M = 86.1 g mol⁻¹

Geometry (Å):
O  1.009  0.736  1.369
C  -0.148  -0.909  -1.472
C  -1.360  0.814  0.831
C  1.501  0.528  0.037
C  0.565  -0.671  -0.154
C  -0.153  -0.073  1.077
H  0.572  -1.146  -2.264
H  1.089  -1.582  0.160
H  2.582  0.354  0.007
H  -0.722  -0.035  -1.799
H  1.255  1.378  -0.620
H  -1.144  1.565  0.062
H  -0.841  -1.756  -1.396
H  -1.607  1.343  1.757
H  -0.361  -0.782  1.889
H  -2.236  0.236  0.516

Results of the Löwdin charge analysis, in e, for atoms 1 through 4: atom 1 (O): -0.09, atom 2 (C): -0.07, atom 3 (C): -0.04, atom 4 (C): -0.16

***

(3)
A structure of composition C4H7NS2 at a distorted geometry. Source: OMol25; level of theory: ωB97M-V/def2-TZVPD.

HOMO = -8.033 eV
F_max = 9.7 eV Å⁻¹
2S+1 = 1
energy = -27418.60516 eV
orbital gap = 8.069 eV
relative energy (zero: lowest compared OMol25 entry of this formula, charge and spin) = 312.67 kJ/mol
charge = 0
M = 133.2 g mol⁻¹

Geometry (Å):
S  0.185  0.987  -0.096
S  1.813  -1.417  -0.066
N  -2.866  0.539  -0.115
C  0.350  -0.502  0.056
C  1.701  1.971  0.116
C  -1.044  -1.174  0.096
C  -2.286  -0.664  0.124
H  -3.951  0.623  -0.003
H  -0.932  -2.215  0.312
H  2.601  2.090  -0.705
H  -2.367  1.493  -0.295
H  -2.979  -1.522  0.199
H  1.169  3.160  0.485
H  2.217  1.690  1.059

Results of the Löwdin charge analysis, in e, for atoms 1 through 4: atom 1 (S): 0.90, atom 2 (S): 0.52, atom 3 (N): 0.01, atom 4 (C): -1.23

***

(4)
A structure of composition C3H4O3. Source: OMol25; level of theory: ωB97M-V/def2-TZVPD.

HOMO = -9.396 eV
F_max = 0.7 eV Å⁻¹
2S+1 = 1
energy = -9313.87472 eV
orbital gap = 9.627 eV
relative energy (zero: lowest compared OMol25 entry of this formula, charge and spin) = 465.63 kJ/mol
charge = 0
M = 88.1 g mol⁻¹

Geometry (Å):
O  1.726  -1.405  0.197
O  1.401  0.888  0.364
O  -1.347  -1.061  0.040
C  0.004  1.263  0.142
C  1.111  -0.399  -0.019
C  -0.194  -0.033  -0.621
H  -0.532  1.344  1.092
H  -0.068  2.185  -0.439
H  -1.266  -0.917  -1.014
H  -0.834  -1.866  0.257

Results of the Löwdin charge analysis, in e, for atoms 1 through 4: atom 1 (O): 0.12, atom 2 (O): 0.04, atom 3 (O): 0.03, atom 4 (C): -0.12

***

(5)
An isolated molecule of C4H7NO. Source: OMol25; level of theory: ωB97M-V/def2-TZVPD.

HOMO = -8.777 eV
F_max = 0.7 eV Å⁻¹
2S+1 = 1
energy = -7793.18108 eV
orbital gap = 8.555 eV
relative energy (zero: lowest compared OMol25 entry of this formula, charge and spin) = 623.61 kJ/mol
charge = 0
M = 85.1 g mol⁻¹

Geometry (Å):
O  2.357  -0.704  -0.359
N  1.627  0.465  -0.195
C  -0.319  -1.108  -0.055
C  -0.591  1.355  0.150
C  -1.769  -0.703  -0.250
C  0.389  0.230  -0.024
H  -1.515  1.022  -0.392
H  -0.836  1.526  1.204
H  0.059  -1.699  -0.896
H  -0.118  -1.657  0.877
H  -2.198  -0.542  0.761
H  -0.290  2.289  -0.323
H  3.249  -0.378  -0.540

Results of the Löwdin charge analysis, in e, for atoms 1 through 4: atom 1 (O): -0.06, atom 2 (N): 0.03, atom 3 (C): -0.25, atom 4 (C): -0.05

***

(6)
A structure of composition C31H16BrCl6F4OsP. Source: OMol25; level of theory: ωB97M-V/def2-TZVPD.

HOMO (spin up / spin down) = -14.636 / -14.635 eV
F_max = 0.5 eV Å⁻¹
2S+1 = 1
energy = -200193.15082 eV
orbital gap (spin up / spin down) = 6.032 / 6.033 eV
relative energy (zero: lowest compared OMol25 entry of this formula, charge and spin) = 0.00 kJ/mol
charge = +2
M = 978.3 g mol⁻¹

Geometry (Å):
Os  -0.215  -0.121  0.848
Br  -0.122  -2.526  0.122
Cl  -1.732  3.402  0.060
Cl  2.816  4.412  -2.540
Cl  4.138  1.850  -1.294
Cl  0.542  -5.137  4.057
Cl  2.344  0.043  0.595
Cl  -0.099  5.159  -1.839
P  -2.523  -0.211  0.506
F  -3.848  -5.724  -1.363
F  -1.280  -5.082  -0.766
F  -5.203  -1.397  -0.277
F  -5.789  -3.849  -1.119
C  0.569  3.711  -1.234
C  -4.712  1.881  -2.238
C  -0.302  0.636  2.787
C  0.336  1.642  0.041
C  -3.635  0.191  1.877
C  1.904  3.390  -1.553
C  -2.239  0.627  -2.085
C  -1.183  -1.678  3.250
C  -4.425  -0.772  2.506
C  -3.676  1.509  2.335
C  -3.089  0.641  -0.980
C  1.224  -1.329  3.274
C  -4.225  -2.292  -0.339
C  -4.506  1.859  3.389
C  2.504  2.240  -1.014
C  -4.548  -3.562  -0.798
C  -0.085  -0.801  3.056
C  -5.298  0.897  4.000
C  -2.620  1.257  -3.258
C  -1.967  -2.921  -0.151
C  -5.252  -0.419  3.561
C  1.414  -2.646  3.580
C  1.701  1.454  -0.229
C  -1.000  -3.007  3.554
C  -0.188  2.871  -0.418
C  0.297  -3.495  3.697
C  -3.855  1.891  -3.329
C  -2.931  -1.942  0.031
C  -2.247  -4.190  -0.609
C  -3.558  -4.523  -0.926
C  -4.335  1.254  -1.059
H  -1.258  1.036  3.094
H  -5.680  2.360  -2.303
H  -3.062  2.267  1.873
H  -2.182  -1.272  3.203
H  -4.155  2.382  -4.245
H  -1.843  -3.667  3.706
H  -4.400  -1.807  2.188
H  -1.963  1.249  -4.117
H  -5.010  1.243  -0.214
H  2.077  -0.665  3.217
H  -5.866  -1.173  4.034
H  0.544  1.269  3.038
H  -4.533  2.885  3.732
H  2.405  -3.044  3.752
H  -5.950  1.170  4.819
H  -1.276  0.126  -2.038

Results of the Löwdin charge analysis, in e, for atoms 1 through 4: atom 1 (Os): 0.91, atom 2 (Br): 1.01, atom 3 (Cl): 0.83, atom 4 (Cl): 0.82

***

(7)
A cluster of 3 separate species, CH6NO4 in total at a distorted geometry. Source: OMol25; level of theory: ωB97M-V/def2-TZVPD.

HOMO = -5.200 eV
F_max = 1.8 eV Å⁻¹
2S+1 = 1
energy = -10817.21883 eV
orbital gap = 9.274 eV
relative energy (zero: lowest compared OMol25 entry of this formula, charge and spin) = 23.55 kJ/mol
charge = -1
M = 96.1 g mol⁻¹

Geometry (Å):
O  -1.224  -0.446  0.619
O  0.328  1.144  0.262
O  -1.563  -2.850  -0.083
O  2.214  2.799  0.446
N  0.173  -0.616  -1.166
C  -0.224  0.065  0.000
H  1.531  2.047  0.312
H  -1.461  -3.284  0.757
H  1.139  -0.469  -1.403
H  -1.539  -1.821  0.108
H  -0.247  -1.504  -1.372
H  2.259  3.366  -0.308

Results of the Löwdin charge analysis, in e, for atoms 1 through 4: atom 1 (O): -0.08, atom 2 (O): -0.04, atom 3 (O): -0.17, atom 4 (O): -0.15

***

(8)
A structure of composition C33H64N4O9SSbSi4W at a distorted geometry. Source: OMol25; level of theory: ωB97M-V/def2-TZVPD.

HOMO (spin up / spin down) = -9.086 / -9.086 eV
F_max = 1.2 eV Å⁻¹
2S+1 = 1
energy = -110351.33522 eV
orbital gap (spin up / spin down) = 5.376 / 5.370 eV
charge = +1
M = 1110.9 g mol⁻¹

Geometry (Å):
W  0.987  0.659  -0.248
Sb  -0.712  2.952  -0.277
S  5.544  -0.038  -5.629
Si  -3.101  -3.401  1.517
Si  -2.642  -2.684  -2.451
Si  -1.893  -2.301  -0.214
Si  1.054  -3.747  -0.121
O  1.373  1.594  1.756
O  0.829  -0.808  -2.961
O  6.061  1.287  -5.909
O  -1.417  -0.780  0.340
O  -0.106  -2.446  -0.016
O  6.519  -1.108  -5.585
O  1.600  -1.014  2.308
O  1.866  2.192  3.854
O  4.292  -0.355  -6.298
N  -0.275  2.011  -6.082
N  0.195  2.365  -3.372
N  -2.294  1.008  -5.633
N  3.184  0.213  -0.110
C  -0.067  -1.037  0.587
C  -3.304  3.809  -1.707
C  -0.875  1.725  -3.801
C  4.062  1.083  -3.621
C  3.878  0.209  -1.407
C  -1.804  2.982  1.606
C  -1.915  4.360  -1.398
C  0.015  -5.153  -0.706
C  0.858  4.348  0.310
C  0.539  5.836  0.190
C  0.846  -0.210  -1.976
C  -1.629  -2.185  -3.910
C  -4.275  -1.761  -2.387
C  -2.909  1.925  1.652
C  -2.239  -3.464  3.166
C  4.853  -0.731  -1.672
C  -1.135  1.570  -5.171
C  0.193  -1.150  2.084
C  4.998  0.099  -3.925
C  -2.368  4.349  1.977
C  5.407  -0.792  -2.947
C  1.941  -0.128  3.336
C  2.356  -3.270  -1.336
C  1.045  2.831  -4.288
C  3.496  1.136  -2.365
C  -4.627  -2.330  1.648
C  1.739  -4.153  1.547
C  2.149  4.019  -0.434
C  -3.581  -5.123  0.979
C  0.815  2.624  -5.639
C  1.702  1.299  2.897
C  -1.272  4.942  -2.653
C  -3.050  -4.502  -2.574
H  -4.153  -0.676  -2.354
H  0.450  6.155  -0.845
H  -4.387  -1.307  1.945
H  -0.131  -2.105  2.499
H  -0.794  -5.396  -0.015
H  -2.191  -2.492  -4.797
H  2.246  -3.322  2.032
H  -3.251  3.000  -2.437
H  -3.129  4.672  1.266
H  -3.686  -4.625  -3.455
H  3.315  -3.721  -1.079
H  3.339  -0.680  0.359
H  -1.999  5.141  -0.641
H  2.731  1.878  -2.153
H  -0.663  -2.688  -3.932
H  -4.871  -2.045  -1.518
H  -2.851  0.430  -5.033
H  -3.745  2.207  1.011
H  0.647  -6.040  -0.789
H  -4.367  -5.092  0.226
H  2.498  -2.189  -1.402
H  2.985  4.619  -0.068
H  1.708  3.091  3.514
H  -1.560  1.336  -3.049
H  -5.177  -2.284  0.708
H  -4.859  -2.011  -3.275
H  -0.207  5.137  -2.556
H  1.918  3.372  -3.945
H  1.397  -0.312  4.268
H  3.777  1.782  -4.395
H  5.157  -1.435  -0.904
H  -2.176  -5.138  -2.717
H  1.002  4.114  1.372
H  -3.601  -4.878  -1.717
H  2.093  -3.601  -2.342
H  3.006  -0.249  3.549
H  1.526  2.960  -6.383
H  -5.298  -2.747  2.402
H  1.353  6.416  0.633
H  -1.965  -2.476  3.535
H  -0.365  -0.342  2.567
H  -2.331  0.824  -6.621
H  -3.976  -5.668  1.839
H  -1.426  -1.120  -3.969
H  2.447  2.969  -0.315
H  -3.819  3.440  -0.821
H  -2.561  0.942  1.332
H  6.150  -1.533  -3.208
H  0.964  -4.521  2.223
H  -2.850  4.298  2.956
H  2.464  -4.958  1.411
H  3.618  0.922  0.487
H  2.054  4.207  -1.505
H  -0.406  -4.968  -1.696
H  -2.753  -5.703  0.576
H  -0.375  6.121  0.706
H  -1.345  -4.089  3.154
H  -1.409  4.282  -3.504
H  -1.763  5.890  -2.888
H  -1.605  5.123  2.031
H  -3.923  4.597  -2.142
H  -1.032  2.705  2.333
H  -3.304  1.838  2.667
H  -2.943  -3.901  3.878

Results of the Löwdin charge analysis, in e, for atoms 1 through 4: atom 1 (W): 1.14, atom 2 (Sb): 1.54, atom 3 (S): 0.40, atom 4 (Si): 0.46